Computed, not measured: 6 unconnected molecules or ions with the total composition C29H48BF3O15S5, with ωB97M-V/def2-TZVPD.

Each line ends with the Mulliken charge.
Cartesian coordinates (Å):
O (-0.423, -3.203, 3.871)  -0.4949
C (-1.164, -3.037, 2.928)  0.2636
C (-2.462, -2.305, 3.061)  -0.7559
C (-2.859, -1.505, 2.060)  0.3584
B (-4.241, -0.754, 2.113)  0.6039
O (-5.158, -0.943, 1.103)  -0.6058
O (-4.591, 0.064, 3.149)  -0.5084
C (-1.941, -1.407, 0.881)  0.1281
O (-1.798, -0.371, 0.259)  -0.5431
C (-1.235, -2.670, 0.540)  -0.5289
C (-0.859, -3.487, 1.531)  0.9020
C (-0.211, -4.814, 1.335)  -1.0540
C (-1.166, -5.905, 1.858)  -0.4663
O (-2.406, -5.886, 1.218)  -0.4620
C (-0.528, -7.296, 1.806)  0.8762
F (0.816, -7.253, 1.870)  -0.2773
F (-0.855, -7.946, 0.671)  -0.2746
F (-0.946, -8.060, 2.838)  -0.3040
H (-3.036, -2.457, 3.964)  0.4665
H (-5.030, -1.779, 0.648)  0.3143
H (-5.525, -0.044, 3.350)  0.3054
H (-1.049, -2.912, -0.496)  0.4819
H (0.728, -4.861, 1.881)  0.3175
H (-0.029, -4.980, 0.274)  0.5240
H (-1.358, -5.690, 2.907)  0.4580
H (-2.329, -6.190, 0.304)  0.3467
O (-2.801, 3.242, -4.171)  -0.6859
S (-1.762, 3.487, -3.201)  1.1923
O (-0.399, 3.702, -3.622)  -0.6621
C (-2.278, 4.825, -2.131)  -0.3730
C (-3.032, 4.133, -1.001)  -0.8240
C (-2.202, 2.893, -0.641)  -0.3408
C (-1.820, 2.197, -1.951)  -0.6160
H (-2.883, 5.529, -2.697)  0.5224
H (-1.377, 5.315, -1.763)  -0.0161
H (-3.163, 4.796, -0.148)  0.3842
H (-4.022, 3.829, -1.349)  0.3379
H (-1.298, 3.202, -0.111)  0.2731
H (-2.746, 2.214, 0.012)  0.0990
H (-0.848, 1.715, -1.897)  0.3520
H (-2.572, 1.473, -2.259)  0.3287
O (2.505, -2.317, 4.912)  -0.6789
S (3.010, -3.450, 4.185)  1.1846
O (2.458, -3.834, 2.911)  -0.6631
C (4.783, -3.267, 4.007)  -0.7878
C (5.355, -3.933, 5.254)  -0.5658
C (4.551, -5.227, 5.445)  -0.6378
C (3.067, -4.873, 5.283)  -0.6298
H (5.023, -2.210, 3.921)  0.4002
H (5.077, -3.796, 3.101)  0.3463
H (6.421, -4.131, 5.146)  0.3486
H (5.220, -3.280, 6.119)  0.2860
H (4.843, -5.952, 4.683)  0.2999
H (4.739, -5.680, 6.417)  0.3352
H (2.491, -5.679, 4.835)  0.3147
H (2.613, -4.572, 6.224)  0.3837
O (-4.068, -8.339, 1.084)  -0.6528
S (-4.286, -8.241, -0.333)  1.3671
O (-3.448, -7.399, -1.159)  -0.7663
C (-4.341, -9.896, -1.009)  -0.8039
C (-5.808, -10.297, -0.891)  -0.5585
C (-6.615, -9.068, -1.333)  -0.6164
C (-6.016, -7.847, -0.623)  -0.7735
H (-3.661, -10.530, -0.445)  0.3979
H (-4.025, -9.838, -2.050)  0.3735
H (-6.031, -11.169, -1.504)  0.3500
H (-6.044, -10.544, 0.146)  0.2955
H (-6.529, -8.945, -2.414)  0.2973
H (-7.673, -9.174, -1.099)  0.3246
H (-6.071, -6.944, -1.224)  0.3766
H (-6.473, -7.676, 0.349)  0.3828
O (-1.629, 8.700, -1.143)  -0.6758
S (-0.251, 8.554, -0.738)  1.2358
O (0.084, 7.938, 0.523)  -0.7011
C (0.655, 7.758, -2.060)  -0.3012
C (1.133, 8.908, -2.934)  -0.9038
C (1.629, 9.990, -1.965)  -0.5129
C (0.566, 10.150, -0.870)  -0.7158
H (0.001, 7.058, -2.575)  0.2591
H (1.494, 7.227, -1.613)  0.2933
H (1.910, 8.584, -3.613)  0.3943
H (0.303, 9.300, -3.529)  0.3941
H (2.573, 9.670, -1.520)  0.1588
H (1.810, 10.937, -2.474)  0.4256
H (0.994, 10.399, 0.098)  0.3967
H (-0.192, 10.882, -1.140)  0.3215
O (4.688, 8.124, -1.831)  -0.7047
S (4.705, 7.376, -3.064)  1.3416
O (3.480, 7.033, -3.741)  -0.7113
C (5.812, 8.187, -4.213)  -0.8044
C (7.171, 7.555, -3.932)  -0.5957
C (6.909, 6.052, -3.769)  -0.5791
C (5.698, 5.896, -2.840)  -0.8228
H (5.778, 9.260, -4.042)  0.4151
H (5.464, 7.954, -5.219)  0.3853
H (7.877, 7.759, -4.735)  0.3468
H (7.587, 7.963, -3.008)  0.2989
H (6.685, 5.614, -4.743)  0.3020
H (7.777, 5.531, -3.368)  0.3242
H (5.088, 5.031, -3.087)  0.3715
H (5.990, 5.856, -1.792)  0.3909

Atomic forces in eV per Å
-0.34 -0.38 -0.22
-0.08 0.18 0.27
0.01 0.17 -0.51
0.12 0.03 0.67
-0.12 0.33 -0.41
-0.14 -0.29 0.48
0.34 -0.61 0.26
-0.02 0.23 -0.33
-0.25 -0.46 0.09
0.14 -0.26 0.49
-0.03 0.21 -0.47
-0.17 -0.26 0.05
0.36 0.48 -0.11
-0.14 0.11 0.12
-0.25 -0.31 0.15
-0.11 -0.05 0.03
0.20 0.13 0.12
0.10 0.09 -0.27
0.10 0.19 0.20
0.11 0.08 -0.35
-0.23 0.48 -0.18
0.15 0.18 -0.12
0.09 0.08 0.01
0.14 0.00 -0.10
-0.03 -0.16 0.15
-0.02 -0.14 -0.05
0.07 0.00 -0.10
0.06 0.03 0.19
-0.05 0.00 -0.15
-0.17 0.12 0.20
0.03 -0.11 -0.03
-0.04 0.08 0.03
-0.01 -0.10 0.28
0.07 -0.02 -0.11
0.02 -0.02 0.00
0.01 0.02 -0.01
-0.01 0.02 -0.01
0.00 0.01 -0.01
0.04 -0.04 0.00
0.01 -0.01 -0.11
-0.01 0.04 -0.08
-0.07 0.03 -0.05
0.21 0.01 -0.06
-0.09 0.06 -0.09
0.26 -0.05 0.15
-0.06 -0.02 0.02
0.01 0.04 -0.04
0.11 -0.25 0.13
-0.11 0.03 -0.04
-0.04 0.00 -0.02
0.01 0.00 0.01
0.01 0.02 -0.01
-0.01 0.01 -0.01
-0.01 -0.01 0.00
-0.09 0.07 -0.03
-0.03 0.09 -0.04
0.05 0.01 0.04
-0.12 -0.16 -0.07
0.09 0.08 0.21
-0.10 -0.18 -0.16
-0.04 0.08 0.04
0.05 -0.03 0.01
-0.27 -0.04 -0.19
0.07 0.10 0.04
0.03 0.03 0.00
0.00 -0.01 0.00
0.02 -0.01 0.00
0.02 0.00 0.00
-0.01 0.01 0.00
0.08 0.05 0.06
0.10 0.00 0.05
-0.06 -0.05 0.12
0.26 -0.10 -0.12
-0.21 -0.02 0.04
0.10 0.00 -0.20
-0.23 0.31 0.06
0.01 -0.06 0.02
0.21 0.21 -0.11
-0.05 -0.01 0.07
0.00 0.00 0.03
0.03 -0.06 -0.04
-0.04 -0.04 0.03
0.00 -0.04 0.00
-0.02 0.01 0.01
-0.09 -0.04 0.06
-0.08 -0.07 0.01
-0.17 0.01 0.01
0.21 -0.17 -0.24
-0.02 0.04 0.14
0.25 0.06 -0.07
-0.03 -0.06 0.06
-0.02 0.05 -0.02
0.25 -0.18 -0.03
-0.10 -0.01 0.05
-0.05 -0.01 0.02
0.00 0.01 0.00
-0.01 0.03 -0.01
-0.02 0.01 0.00
0.00 -0.01 0.00
-0.10 0.05 0.06
-0.05 0.07 0.02

Results
SMILES ... O=C1C=C(B(O)O)C(=O)C=C1C[C@@H](O)C(F)(F)F.O=S1(=O)CCCC1.O=S1(=O)CCCC1.O=S1(=O)CCCC1.O=S1(=O)CCCC1.O=S1(=O)CCCC1
HOMO ... -9.61 eV
Frontier orbital gap ... 0.3258 Eh
Energy above the lowest of the compared OMol25 structures with the same formula, charge and spin ... 0.0 kcal/mol
Calculated total energy ... -124569.812 eV
Multiplicity ... 1

=====

Computed, not measured: C2H3NO2S2 in the gas phase, with ωB97M-V/def2-TZVPD.

Each line ends with the natural charge from an NBO analysis.
Cartesian coordinates (Å):
C (0.174, -0.522, -1.193)  -0.6005
C (0.861, -0.510, 0.149)  -0.2428
N (-1.698, 1.091, -0.212)  -1.0287
O (0.858, -0.684, 2.895)  -0.8785
O (1.063, 0.929, 0.672)  -0.6180
S (-1.205, 0.318, -1.463)  1.0048
S (0.194, -0.072, 1.707)  1.4774
H (0.533, -1.042, -2.097)  0.2585
H (1.500, -1.426, 0.092)  0.2442
H (-2.279, 1.917, -0.551)  0.3836

Atomic forces in eV per Å
-1.25 0.76 1.07
-0.35 0.04 -2.20
-0.60 1.04 -0.59
-0.19 0.92 -2.42
1.16 -3.11 0.18
0.66 0.39 -0.61
-0.79 -0.02 2.23
-0.15 0.02 0.86
0.92 1.62 1.04
0.61 -1.67 0.45

Results
HOMO (alpha / beta) ... -9.07 / -9.07 eV
Frontier orbital gap (alpha / beta) ... 0.3030 / 0.3030 Eh
Energy above the lowest of the compared OMol25 structures with the same formula, charge and spin ... 102.2 kcal/mol
Calculated total energy ... -29373.545 eV
Multiplicity ... 1

=====

Computed, not measured: a molecular structure, C44H56N8O2PPdS2Se2Si, with ωB97M-V/def2-TZVPD.

Each line ends with the Mulliken charge.
Cartesian coordinates (Å):
Pd (0.039, 0.030, 1.065)  -1.0923
Se (-1.226, 2.006, 0.852)  -0.5793
P (-2.292, 1.439, 2.699)  -0.2633
Se (-1.416, -0.870, 3.115)  -0.1366
C (-2.288, 2.894, 3.808)  1.3150
C (-2.390, 2.616, 5.169)  -0.6268
C (-2.381, 3.650, 6.090)  -0.7045
C (-2.238, 4.958, 5.653)  -0.5660
C (-2.144, 5.234, 4.297)  -0.7980
C (-2.170, 4.207, 3.369)  -0.3910
C (-4.040, 1.381, 2.177)  1.3058
C (-4.684, 2.498, 1.652)  -0.4979
C (-6.030, 2.418, 1.342)  -0.7709
C (-6.726, 1.234, 1.547)  -0.6026
C (-6.076, 0.118, 2.050)  -0.7075
C (-4.729, 0.190, 2.367)  -0.2653
H (-2.464, 1.585, 5.494)  0.4557
H (-2.474, 3.440, 7.145)  0.4425
H (-2.196, 5.761, 6.373)  0.4263
H (-2.042, 6.255, 3.955)  0.4387
H (-2.082, 4.421, 2.310)  0.3624
H (-4.144, 3.420, 1.482)  0.3842
H (-6.539, 3.281, 0.936)  0.4408
H (-7.780, 1.186, 1.313)  0.4289
H (-6.613, -0.807, 2.200)  0.4531
H (-4.209, -0.670, 2.770)  0.2137
C (-0.985, 0.611, -2.261)  0.1556
C (-1.931, -0.261, -1.518)  -0.0277
N (-1.728, -0.753, -0.310)  2.3931
C (-2.801, -1.556, -0.020)  -1.2088
C (-3.676, -1.520, -1.058)  -1.1762
N (-3.125, -0.683, -1.998)  0.3955
C (-3.710, -0.441, -3.301)  -1.5726
N (-3.594, -1.588, -4.154)  0.8383
N (-4.283, -2.712, -3.868)  -0.4583
N (-3.951, -3.642, -4.656)  -0.7094
C (-2.991, -3.182, -5.519)  0.7048
C (-2.304, -3.801, -6.563)  -0.7550
C (-1.385, -3.040, -7.246)  -0.5749
C (-1.147, -1.696, -6.917)  -0.7775
C (-1.824, -1.064, -5.899)  -0.6378
C (-2.744, -1.832, -5.193)  1.0185
H (-0.044, 0.659, -1.707)  -1.3218
H (-1.383, 1.618, -2.398)  0.5495
H (-0.778, 0.164, -3.232)  -0.0537
H (-2.870, -2.104, 0.902)  0.7746
H (-4.621, -2.001, -1.218)  0.7053
H (-3.218, 0.406, -3.778)  0.5482
H (-4.774, -0.225, -3.161)  0.2533
H (-2.502, -4.832, -6.815)  0.4669
H (-0.828, -3.482, -8.060)  0.4198
H (-0.417, -1.143, -7.493)  0.4359
H (-1.639, -0.025, -5.663)  0.4026
N (4.353, -4.741, -5.975)  -0.4638
C (3.396, -4.351, -5.093)  1.1898
C (2.733, -3.124, -5.265)  -1.0033
C (1.751, -2.737, -4.383)  -0.3043
C (1.417, -3.561, -3.318)  -0.2268
C (2.064, -4.773, -3.123)  -0.3755
C (3.049, -5.166, -4.003)  -0.8962
S (0.015, -3.133, -2.342)  0.7210
O (-0.822, -2.301, -3.159)  -0.0430
O (-0.579, -4.330, -1.803)  -0.8740
N (0.547, -2.176, -1.093)  0.3610
C (0.571, -2.676, 0.108)  -0.4258
S (0.465, -4.416, 0.486)  -0.1560
C (0.786, -4.043, 2.133)  -0.7142
C (0.899, -2.706, 2.328)  -1.1579
N (0.777, -1.934, 1.213)  1.7164
H (4.574, -4.171, -6.770)  0.1850
H (4.795, -5.636, -5.885)  0.1852
H (2.993, -2.497, -6.107)  0.3022
H (1.203, -1.817, -4.516)  0.3993
H (1.763, -5.407, -2.302)  0.5306
H (3.553, -6.113, -3.873)  0.3143
H (0.812, -4.813, 2.881)  0.4830
H (1.100, -2.246, 3.279)  0.1646
C (2.809, -0.380, 4.162)  -1.8738
C (2.401, 1.045, 3.760)  2.2881
C (1.120, 1.387, 4.522)  -1.6693
C (3.501, 1.998, 4.240)  -2.0683
Si (2.120, 1.214, 1.764)  0.6011
C (2.119, 3.209, 1.313)  2.7400
C (1.229, 3.964, 2.308)  -2.5252
C (1.633, 3.468, -0.126)  -1.5611
C (3.510, 3.850, 1.417)  -1.8708
C (3.584, 0.347, 0.690)  2.7764
C (3.499, -1.178, 0.608)  -2.0168
C (3.494, 0.848, -0.757)  -1.6695
C (4.953, 0.698, 1.279)  -1.7715
H (3.337, -0.350, 5.116)  0.6234
H (3.464, -0.862, 3.441)  0.3339
H (1.924, -0.995, 4.308)  0.2238
H (1.237, 1.114, 5.572)  0.5976
H (0.271, 0.828, 4.127)  -0.2087
H (0.880, 2.446, 4.473)  0.2653
H (3.706, 1.798, 5.293)  0.6382
H (3.189, 3.035, 4.169)  0.3730
H (4.430, 1.873, 3.692)  0.3344
H (0.271, 3.479, 2.469)  0.4868
H (1.034, 4.974, 1.946)  0.6409
H (1.719, 4.061, 3.274)  0.2361
H (0.893, 2.745, -0.470)  0.1003
H (2.464, 3.434, -0.824)  0.4049
H (1.186, 4.460, -0.196)  0.4634
H (3.926, 3.781, 2.416)  0.3526
H (3.410, 4.909, 1.171)  0.5574
H (4.221, 3.415, 0.719)  0.3814
H (2.688, -1.472, -0.051)  0.2349
H (3.364, -1.654, 1.576)  0.3173
H (4.425, -1.564, 0.176)  0.6633
H (2.473, 0.748, -1.135)  0.0928
H (4.144, 0.250, -1.398)  0.5560
H (3.807, 1.884, -0.846)  0.3065
H (5.089, 0.239, 2.256)  0.3487
H (5.111, 1.767, 1.376)  0.3526
H (5.737, 0.306, 0.628)  0.5791

Atomic forces in eV per Å
0.06 -2.44 0.23
-0.18 0.66 0.61
-0.46 -0.27 -1.10
-0.03 3.24 -0.94
0.52 -1.06 0.80
-0.02 0.04 -0.07
0.00 0.00 0.05
-0.03 -0.04 -0.02
-0.05 0.02 -0.02
0.08 -0.17 -0.34
0.26 -0.90 0.56
0.12 0.04 0.04
0.06 0.01 -0.06
-0.02 -0.06 0.00
-0.07 -0.04 -0.04
-0.06 0.15 0.00
-0.01 -0.02 0.13
0.04 -0.04 0.05
-0.03 0.06 0.02
0.00 0.03 -0.01
0.08 0.04 0.02
-0.01 0.04 0.03
0.00 0.03 0.00
-0.04 -0.02 -0.02
-0.05 -0.03 0.01
-0.10 -0.02 -0.03
-0.15 -0.07 0.00
0.04 0.02 0.25
0.17 0.10 -0.33
-0.23 0.04 -0.17
-0.08 -0.10 0.28
0.08 0.10 0.12
-0.16 -0.17 0.07
0.45 0.05 -0.58
-0.53 0.21 0.58
-0.11 -0.72 -0.14
0.28 1.10 0.13
-0.07 0.03 0.08
0.04 -0.24 -0.06
-0.03 0.14 0.03
0.10 0.14 0.05
-0.13 -0.60 -0.29
-0.07 0.02 -0.10
0.06 0.05 0.03
0.10 0.03 -0.07
-0.03 -0.02 0.01
-0.06 -0.11 -0.06
-0.07 -0.09 0.06
0.20 0.05 -0.03
0.02 -0.07 -0.03
0.01 -0.02 -0.03
0.01 0.04 -0.01
0.03 0.06 -0.01
0.14 -0.03 -0.05
-0.20 0.09 0.15
0.07 -0.06 0.08
0.03 -0.01 -0.04
-0.46 0.18 0.41
0.02 -0.03 -0.01
0.07 0.08 -0.05
-0.06 0.01 -0.05
0.08 0.34 0.00
0.21 -0.16 -0.22
0.21 0.15 -0.11
-0.12 -1.25 -0.96
-0.06 0.19 0.44
-0.09 0.58 -0.03
0.01 -0.93 0.72
-0.23 1.32 -0.13
0.03 -0.09 0.01
0.02 0.03 -0.07
0.00 0.06 -0.05
-0.01 0.10 -0.13
0.02 -0.11 0.02
0.00 -0.07 0.04
0.16 -0.04 0.13
-0.04 0.01 -0.05
-0.08 0.03 -0.21
-0.33 -0.10 -0.76
-0.12 0.07 -0.20
-0.01 0.07 -0.27
1.37 1.08 1.01
-0.36 -0.77 0.02
-0.05 -0.23 0.17
-0.02 -0.21 0.02
0.07 -0.31 0.02
-0.70 -0.24 -0.06
-0.04 0.04 0.03
-0.08 0.16 0.17
-0.19 0.21 0.31
-0.02 -0.01 0.09
0.07 -0.08 0.02
0.04 -0.05 0.00
0.02 0.01 0.13
0.10 0.05 0.18
-0.02 0.08 0.05
-0.02 -0.06 0.09
0.05 0.10 0.00
0.15 0.03 0.02
0.01 0.11 0.00
0.02 0.10 -0.10
0.02 0.05 0.08
-0.02 0.08 -0.12
0.00 0.00 -0.09
-0.04 0.08 -0.01
0.09 0.05 0.03
-0.02 0.08 -0.03
0.04 0.07 -0.11
0.10 -0.07 -0.01
-0.01 -0.10 0.00
0.11 0.05 -0.04
0.02 0.03 -0.16
0.06 -0.07 0.01
-0.03 0.08 -0.08
0.07 -0.03 0.10
0.09 0.05 0.06
-0.03 -0.06 -0.13

Results
HOMO (alpha / beta) ... -9.80 / -9.80 eV
Frontier orbital gap (alpha / beta) ... 0.1495 / 0.1500 Eh
Total charge ... +1
Calculated total energy ... -235555.661 eV
Multiplicity ... 1

=====

no.,strongest force on any atom (Eh/bohr)
1,0.0144
2,0.0646
3,0.0656